Molecular formula: C61H65BBrN13O4SSrTe
Method: DFT, ωB97M-V/def2-TZVPD

The calculation puts the largest force on an atom at 2.5 eV Å⁻¹. Its frontier orbital gap is 5.52 eV. Its LUMO energy is 3.54 eV. The value obtained for the HOMO energy is -0.07268 Eh.

```
! RIJCOSX wB97M-V def2-TZVPD def2/J DEFGRID3
* xyz -2 1
Te -2.27600 0.21140 1.98383
Sr 1.75682 0.60956 -0.33814
Br 8.99803 -0.41864 -1.39451
S 5.66842 2.34964 1.38611
O 1.48525 0.70268 -2.49830
O -0.65956 4.70467 3.33361
O 0.59442 2.95605 0.89126
O 1.46360 1.02130 3.65381
N 1.59240 -2.83663 -2.27160
N -0.52053 -4.04864 -1.69717
N 4.44917 0.31911 -0.61505
N 4.07711 0.32807 2.01771
N 2.15916 2.88289 -2.76452
N 1.72543 3.10457 -1.49238
N -0.50783 -1.55037 -1.73135
N 0.28785 -2.04492 1.04962
N 2.47560 -1.83386 -2.24297
N -0.87981 -4.34248 -2.95150
N -0.52135 -0.38701 -1.06972
N 0.75687 -2.84158 0.08056
N 0.46416 1.94841 1.89500
C -3.54772 -2.58945 2.59253
C -0.97115 -5.00011 -0.85906
C -3.34604 3.38040 1.97791
C -0.01843 5.04403 2.16128
C -4.71952 -0.80120 3.68308
C 2.00343 -0.06602 -6.51026
C 1.51489 -3.82328 0.61429
C 4.99653 -0.86826 -0.40382
C -4.37135 -1.01146 -0.30978
C -2.08091 -6.11137 -4.17110
C 6.34708 -1.13548 -0.54913
C 0.52707 4.28296 1.09843
C 1.52306 -3.65655 1.97950
C 1.68363 0.26670 -5.20673
C 1.06126 4.98870 -0.02401
C 5.13959 1.05750 2.37728
C -4.92704 0.64810 4.00196
C -5.44195 -3.08950 4.02167
C 0.46063 7.11135 0.95103
C 3.37112 -2.06607 -3.18673
C 3.70832 -0.66712 2.80518
C -3.84713 1.17117 0.85377
C 3.54646 1.76353 -6.60434
C -4.95759 3.18395 0.11459
C -1.83582 -0.20152 -2.86049
C 0.73253 -2.51346 2.20545
C 1.62347 4.35223 -1.19376
C 5.41891 -0.20921 4.39580
C 4.33115 -0.98365 3.99884
C -1.52557 1.85513 -1.32128
C -5.57668 -1.72895 4.25735
C -1.28674 -1.46316 -2.82590
C 5.27038 1.34758 -0.86310
C -1.55510 -5.48064 -2.92306
C 4.47163 -1.13341 -3.54838
C 1.45528 1.88993 2.76838
C -5.44831 1.12285 -0.94874
C 1.96753 1.63900 -3.16989
C -1.64452 -5.94575 -1.60302
C -4.42006 -3.49750 3.18627
C -4.06659 2.54661 0.96804
C 6.64015 1.16280 -1.16921
C 1.00137 6.38176 -0.08287
C 1.94128 -3.73472 -3.21382
C 3.22343 2.11237 -5.30536
C 2.54978 2.95984 2.74751
C -4.56047 0.45815 -0.11328
C -5.64872 2.48929 -0.86431
C 2.29701 1.35977 -4.59700
C 0.37545 -1.90858 3.51656
C -0.03677 6.43741 2.04532
C -6.38406 -4.07621 4.65181
C 5.83657 0.80545 3.57355
C 2.94487 0.67174 -7.20873
C -1.31279 0.44494 -1.73267
C -3.68619 -1.22191 2.83590
C 3.08469 -3.28334 -3.82816
C -6.58436 3.19794 -1.80237
C 7.15598 -0.08153 -0.98106
C -2.50176 -3.15186 1.68249
C -0.64363 3.47064 4.01214
B 0.33244 -2.78567 -1.38079
H 0.72264 -0.87438 3.56870
H 6.75427 -2.12113 -0.38143
H 0.97215 -0.31227 -4.63408
H -4.28790 -4.55230 2.97839
H -3.88883 4.30308 2.17763
H 6.66724 1.44828 3.82510
H -1.30119 1.95711 -0.26549
H -0.47849 6.97842 2.86963
H -4.86411 -1.35259 -1.21924
H -2.49811 0.20755 -3.60030
H -5.97228 0.55895 -1.70991
H -1.39866 -2.30060 -3.48848
H -2.95996 -3.79647 0.93251
H 4.31558 -1.66055 -0.12432
H -6.94365 2.51832 -2.57389
H -3.30797 -1.23169 -0.38092
H 2.02667 -4.26183 2.71061
H -3.98450 1.09175 4.32463
H -1.27101 -6.29391 -4.87745
H 3.96011 -1.78653 4.61767
H 4.42586 -0.92005 -4.61581
H -0.70642 -1.89904 3.65512
H -2.55008 2.16609 -1.51777
H 2.85835 -1.23920 2.46433
H -0.98328 2.63461 3.39959
H 5.44421 -1.57538 -3.32714
H -7.44328 3.58983 -1.25488
H 3.30656 2.69174 3.48053
H 2.15245 3.94651 2.99189
H -5.26887 1.19123 3.12125
H 1.36562 -4.62051 -3.39611
H 1.53761 -0.91772 -6.98333
H 0.41310 8.19032 0.91032
H -7.40846 -3.88755 4.32826
H -5.66723 0.76743 4.79169
H 3.01125 3.01264 1.76187
H -4.77486 -1.57447 0.53086
H -6.11815 -5.09426 4.37490
H 3.64445 -3.74667 -4.61919
H -3.21817 2.82953 2.90793
H -1.33052 3.62096 4.84821
H -1.78934 -3.75075 2.25035
H -6.35515 -3.99307 5.73847
H -2.13264 -6.83755 -1.25750
H 3.20898 0.40211 -8.22474
H -6.08466 4.03753 -2.28615
H 3.67265 2.96768 -4.82385
H 4.80865 2.28600 -1.12413
H -5.09962 4.25358 0.20339
H 4.27483 2.34043 -7.15539
H 1.95153 5.06369 -1.96418
H 1.98256 -4.57669 0.00469
H -1.94174 -2.36400 1.18438
H -2.35854 3.65085 1.60839
H 0.34129 3.22108 4.40884
H -0.78473 -4.95738 0.19499
H 7.25066 2.00762 -1.44241
H -6.36558 -1.38528 4.91606
H 0.82776 -2.47468 4.33072
H 5.93018 -0.41012 5.33189
H -2.56750 -7.05806 -3.94314
H 1.38270 6.88587 -0.95940
H -0.84656 2.50878 -1.86960
H 4.36164 -0.20152 -3.00558
H -2.79878 -5.45241 -4.65801
*
```

=====

Molecular formula: C61H66BBrCl3N6O6S2SiTi
Method: DFT, ωB97M-V/def2-TZVPD

The calculation puts the largest force on an atom at 1.2 eV Å⁻¹. The value obtained for the energy above the lowest of the compared OMol25 structures with the same formula, charge and spin is 17.8 kcal per mole. Its frontier orbital gap is 6.44 eV. Its LUMO energy is 1.43 eV. The value obtained for the HOMO energy is -0.18404 Eh.

```
! RIJCOSX wB97M-V def2-TZVPD def2/J DEFGRID3
* xyz -1 1
Br 5.61557 -3.77604 0.65289
Ti 0.22093 0.25101 -0.16533
Cl 1.31398 -10.18197 -2.04387
Cl -2.43843 -7.92660 -6.44633
Cl -3.09299 -7.21949 -1.54517
S 0.42175 -1.49138 7.44983
S -0.96229 -6.10208 -8.31740
Si -0.82653 -3.60612 3.65869
O -3.09673 -5.78229 -4.21379
O 1.77795 -1.98672 7.64411
O -2.86938 -0.71512 -0.11967
O -0.00864 -0.49260 8.42037
O -2.42509 1.00680 1.34688
O -0.56412 -2.54959 7.21304
N 0.30975 1.28590 2.13048
N -0.99097 -3.48975 -2.23231
N -0.03507 2.97290 -2.30449
N -1.80454 2.59751 -0.76978
N 0.07600 -1.75095 -1.39551
N -0.96593 0.83736 -1.99299
C -2.07692 -6.35251 -7.00850
C 4.15838 -2.53917 0.56988
C 3.07059 -2.70304 1.40088
C 0.83037 -3.87995 4.53696
C 4.19839 -1.50791 -0.34706
C -2.29934 -3.55427 4.85389
C -2.57868 -5.17554 -6.51239
C -1.56729 4.37313 0.85849
C -5.20786 -0.33530 -0.48467
C -4.42121 -1.75866 1.38408
C -0.72088 0.70505 4.25717
C -2.11893 -4.32543 -2.54785
C 2.11234 3.96607 -1.87938
C -0.81958 -0.54692 -5.37855
C 1.16970 2.99584 -1.52266
C -1.55009 -7.43444 -2.28407
C -0.93319 -2.11550 2.54686
C 1.42926 -0.33091 -4.58677
C 1.99331 -1.83934 1.27605
C -1.31003 0.00795 -4.20653
C -4.57186 2.02240 0.95720
C -2.78442 0.20184 -4.00450
C 0.45515 -0.59601 5.87660
C -0.68906 0.05943 5.47944
C 0.98816 -2.67897 -1.80801
C 1.95088 -0.80536 0.33731
C -0.81251 -8.54331 -1.90267
C -1.85768 -5.33102 -3.69025
C 2.52448 2.25946 0.25148
C -1.22435 -1.25791 1.73237
C 1.57764 -0.59377 5.07720
C -2.27609 6.25029 -1.03758
C 0.39994 -8.80325 -2.52227
C 1.55829 0.04451 3.84656
C -2.70188 4.49514 -2.77374
C -1.07873 -4.99000 2.34087
C -0.95516 2.09997 -1.70418
C -2.25712 4.90837 -1.39667
C 1.83971 4.88741 -3.03475
C 3.47156 3.22187 -0.05971
C -1.62391 5.70939 1.20068
C -1.17910 -4.39262 -8.18665
C -1.09864 -2.27031 -1.67275
C -0.40587 0.38873 -3.20308
C 0.86694 -7.97426 -3.53078
C -4.09289 -0.50344 0.55708
C 3.27687 4.06691 -1.13676
C -1.86441 3.96269 -0.43870
C 0.12873 -6.86162 -3.88221
C -2.04853 -4.05885 -7.19559
C -3.54374 -5.09912 -5.36510
C 0.53948 -0.73631 -5.56754
C -1.07767 -6.55128 -3.25643
C -4.15011 0.58073 2.94372
C 3.10391 -0.66009 -0.45134
C 1.32261 2.08262 -0.45946
C -1.96036 6.65521 0.24603
C 0.39135 0.67159 3.42084
C 0.96341 0.24746 -3.41906
C -3.82576 0.77562 1.45593
C 0.34291 -3.76471 -2.32193
B -1.79180 -0.22924 0.74899
H -5.36810 -1.64546 1.90612
H 0.72493 -4.68432 -2.71298
H 2.75549 1.59895 1.08112
H 1.65719 0.58335 -2.65659
H -1.97962 4.79497 -3.53554
H -5.17837 0.26624 3.09416
H 0.49351 -6.21801 -4.67097
H -2.73952 -4.53617 4.99308
H 2.45174 -1.10711 5.44689
H -1.29814 3.62363 1.58768
H -1.39449 6.01772 2.20789
H -1.98168 -4.82540 1.75857
H 4.01910 4.80756 -1.40062
H -0.64165 -3.74623 -8.84974
H -3.65208 4.97097 -3.01780
H 2.73945 5.42507 -3.32547
H -1.18259 -9.20056 -1.13242
H -4.20524 2.89740 1.49124
H 1.79479 -8.19695 -4.03134
H 1.15537 -1.99604 1.94293
H 0.99234 2.04045 2.06064
H -1.94081 -3.20523 5.81919
H -5.63402 1.91615 1.15764
H -2.82784 3.41548 -2.82924
H -2.43793 -4.86169 -1.64957
H -3.34915 -0.44227 -4.67514
H -1.16166 -5.96893 2.80259
H 4.37382 3.30216 0.53084
H -4.43051 2.19144 -0.10758
H -2.03997 -1.80157 -1.45757
H 3.18864 0.14186 -1.18252
H -2.93971 -3.66921 -2.85347
H -3.47528 -0.15004 3.38096
H 1.47959 4.31683 -3.89080
H -3.74926 -4.04187 -5.14182
H 0.89986 -1.19777 -6.47617
H -3.06127 1.23579 -4.21941
H -1.99803 7.70165 0.50491
H -1.60605 1.23423 3.93138
H -2.55077 6.98442 -1.78157
H -3.99930 1.53079 3.45402
H -1.51595 -0.82239 -6.16079
H 0.74767 -3.57323 5.57621
H 2.04393 -2.51841 -1.71901
H -3.62210 -1.96768 2.08929
H -6.14804 -0.08749 0.00107
H 1.63551 -3.30346 4.09392
H 1.12926 -4.92504 4.52230
H -5.33848 -1.27879 -1.01134
H -4.96666 0.42763 -1.22015
H 5.06579 -1.37066 -0.97810
H -3.05236 -0.01296 -2.97149
H -0.63916 1.65376 2.03962
H 1.08105 5.62926 -2.76683
H -1.53676 0.05677 6.14470
H 3.05042 -3.49591 2.13150
H -4.49444 -2.61409 0.71314
H -0.37065 3.91955 -2.43551
H -3.08891 -2.88417 4.52791
H 2.43205 0.05303 3.20583
H 2.49228 -0.45533 -4.73492
H -2.30953 -3.04498 -6.95396
H -0.24721 -5.02609 1.64113
H -1.28593 -4.81483 -4.47780
H -2.13483 1.92594 -0.05224
H -4.48348 -5.59889 -5.61837
*
```

=====

- Which value of largest force on an atom does entry 2 give?
  1.2 eV Å⁻¹

=====

- Which of these has the highest HOMO?
  C61H65BBrN13O4SSrTe

=====

- Number 1 is which compound?
  C61H65BBrN13O4SSrTe

=====

- Among the records above, which one has the highest HOMO?
  C61H65BBrN13O4SSrTe